[1]
Computed, not measured: the molecule CH3NOP2S in a non-equilibrium geometry, with ωB97M-V/def2-TZVPD.

The geometry in XYZ format:
```
9
Properties=species:S:1:pos:R:3:mulliken_charge:R:1
C -0.65 -0.91 0.53 -0.027
N 0.46 -1.49 0.34 -0.433
O 0.15 1.67 0.71 -0.508
P -1.09 0.83 0.76 0.126
P 1.74 0.90 -0.97 0.237
S 2.00 -0.81 0.03 0.103
H -1.34 -1.72 0.58 0.402
H -1.69 0.82 -0.55 0.011
H 0.41 0.70 -1.43 0.088
```

Its orbital gap (spin up / spin down) is 6.877 / 6.878 eV.

=====

[2]
Computed, not measured: a structure of composition C27H35BrN3NaO6 in a non-equilibrium geometry, with ωB97M-V/def2-TZVPD.

The geometry in XYZ format:
```
73
Properties=species:S:1:pos:R:3:mulliken_charge:R:1
Na -0.60 -0.42 0.18 1.039
O 2.84 -1.13 1.46 -0.560
C 2.33 -1.87 2.56 -0.494
C 1.24 -2.86 2.18 -0.854
N 0.00 -2.19 1.87 0.951
C -0.88 -2.96 0.99 -0.298
C -0.27 -3.13 -0.43 0.327
O -0.38 -4.24 -0.98 -0.860
O 0.28 -2.08 -0.90 -0.508
C -0.66 -1.55 3.01 -1.149
C -0.82 -0.01 2.91 0.572
O -1.54 0.50 3.79 -0.847
O -0.21 0.55 1.96 -0.767
H 2.12 -0.58 1.11 0.293
H 1.96 -1.18 3.33 0.279
H 3.17 -2.41 3.00 0.419
H 1.13 -3.61 2.98 0.290
H 1.58 -3.38 1.28 0.337
H -1.82 -2.40 0.88 -0.122
H -1.12 -3.95 1.38 0.325
H -0.07 -1.72 3.91 0.492
H -1.64 -2.00 3.20 0.332
C -5.79 3.91 -4.23 -2.219
C -6.44 3.01 -3.18 2.009
C -7.42 2.07 -3.89 -1.639
C -7.24 3.90 -2.21 -1.675
C -5.39 2.21 -2.41 -0.313
C -4.02 2.26 -2.68 -0.170
C -3.15 1.48 -1.95 -0.716
Br -1.29 1.63 -2.33 -0.288
C -3.51 0.56 -0.91 0.291
O -2.65 -0.16 -0.33 -0.513
C -4.93 0.55 -0.62 -0.164
C -5.78 1.35 -1.38 0.159
C -5.58 -0.29 0.50 2.444
C -4.62 -1.08 1.40 -2.354
C -6.37 0.64 1.43 -1.761
C -6.55 -1.29 -0.13 -1.849
H -6.57 4.49 -4.75 0.434
H -5.24 3.34 -4.98 0.383
H -5.09 4.62 -3.78 0.394
H -8.19 2.63 -4.42 0.446
H -7.91 1.41 -3.17 0.302
H -6.89 1.43 -4.60 0.348
H -7.98 4.49 -2.76 0.452
H -6.57 4.59 -1.68 0.348
H -7.76 3.30 -1.47 0.322
H -3.62 2.90 -3.44 0.486
H -6.84 1.31 -1.14 0.043
H -3.87 -0.45 1.89 0.517
H -4.08 -1.85 0.84 0.270
H -5.23 -1.57 2.17 0.494
H -5.69 1.33 1.94 0.390
H -6.89 0.05 2.19 0.465
H -7.12 1.24 0.90 0.291
H -6.01 -1.97 -0.80 0.355
H -7.33 -0.80 -0.71 0.328
H -7.03 -1.90 0.65 0.454
N 3.08 -0.27 -3.10 0.006
C 2.36 -0.54 -1.96 -0.526
N 2.17 0.51 -1.21 -0.101
C 2.81 1.54 -1.89 0.065
C 2.92 2.89 -1.55 -0.516
C 3.60 3.73 -2.42 -0.570
C 4.16 3.25 -3.62 -0.294
C 4.06 1.91 -3.96 -1.087
C 3.38 1.08 -3.08 0.829
H 3.26 -0.93 -3.83 0.184
H 1.92 -1.52 -1.76 0.531
H 2.47 3.26 -0.64 0.464
H 3.70 4.79 -2.19 0.353
H 4.68 3.93 -4.28 0.351
H 4.49 1.53 -4.89 0.353
```

Its orbital gap is 5.702 eV. As for the total charge: -2.

=====

[3]
Computed, not measured: a cluster of 2 separate species, C2HCl2NO in total in a non-equilibrium geometry, with ωB97M-V/def2-TZVPD.

The geometry in XYZ format:
```
7
Properties=species:S:1:pos:R:3:mulliken_charge:R:1
C -1.29 -0.61 0.14 0.551
C 1.25 0.92 0.12 0.072
N -0.23 -0.63 0.65 -0.407
O -2.34 -0.22 -0.22 -0.413
Cl 1.92 -0.16 -1.05 -0.090
Cl 0.23 2.03 -0.56 -0.036
H 0.45 -1.33 0.91 0.323
```

Its orbital gap is 8.490 eV.

=====

[4]
Computed, not measured: the molecule C6H10 in a non-equilibrium geometry, with ωB97M-V/def2-TZVPD.

The geometry in XYZ format:
```
16
Properties=species:S:1:pos:R:3:mulliken_charge:R:1
C 0.47 2.04 0.05 -1.128
C 0.46 0.62 0.49 0.191
C -0.75 -0.17 1.02 -0.744
C -0.35 -1.38 0.13 0.463
C -0.80 -1.41 -1.24 -1.242
C 0.97 -0.56 -0.20 -0.669
H 0.10 2.72 0.82 0.317
H 1.48 2.36 -0.23 0.338
H -0.16 2.16 -0.85 0.230
H 1.49 -0.46 0.85 0.236
H -0.80 -0.33 2.11 0.278
H -1.69 0.26 0.69 0.291
H -0.19 -2.35 0.61 0.332
H -1.25 -0.54 -1.70 0.315
H -0.61 -2.28 -1.85 0.329
H 1.65 -0.64 -1.04 0.462
```

Its orbital gap (spin up / spin down) is 8.200 / 7.010 eV.

=====

[5]
Computed, not measured: a structure of composition C53H38AsCl4N4RhS2 in a non-equilibrium geometry, with ωB97M-V/def2-TZVPD.

The geometry in XYZ format:
```
103
Properties=species:S:1:pos:R:3:mulliken_charge:R:1
Rh 0.90 -0.28 0.95 0.810
Cl 8.78 1.88 -3.46 -0.223
C 7.47 1.47 -2.39 0.462
C 7.67 0.44 -1.40 -0.834
C 6.56 -0.04 -0.70 -0.336
C 5.34 0.68 -0.76 0.091
C 5.17 1.67 -1.76 -0.108
C 6.22 1.99 -2.62 -1.097
C 4.15 0.31 0.04 1.407
C 3.49 1.41 0.67 -0.504
C 3.98 2.75 0.93 -0.492
C 3.03 3.40 1.67 -1.627
C 1.82 2.60 1.58 0.158
C 0.48 3.04 1.63 0.095
C 0.18 4.47 1.96 0.392
C -0.89 4.82 2.76 -0.121
C -1.17 6.20 2.94 -0.923
C -0.29 7.14 2.47 0.394
Cl -0.44 8.80 2.86 -0.227
C 0.82 6.79 1.76 -0.855
C 1.00 5.46 1.44 -0.766
C -0.65 2.19 1.30 0.243
N -0.64 0.81 1.48 -0.418
C -1.96 0.38 1.48 0.500
C -2.44 -0.88 1.78 0.397
C -3.85 -0.99 2.33 -0.280
C -4.99 -0.62 1.52 -0.441
C -6.23 -0.47 2.14 -0.696
C -6.39 -0.67 3.53 0.186
Cl -7.81 -0.05 4.33 -0.217
C -5.33 -1.17 4.28 -0.595
C -4.05 -1.27 3.71 -0.275
C -1.56 -1.98 1.78 -0.058
C -1.94 -3.36 2.05 -1.271
C -0.85 -4.14 1.72 -1.174
C 0.21 -3.27 1.22 0.744
N -0.18 -1.96 1.23 0.112
C 1.50 -3.77 0.90 0.674
C 2.39 -2.86 0.41 0.259
C 3.54 -3.31 -0.35 -1.116
C 4.28 -2.20 -0.66 -1.268
C 3.67 -1.01 -0.07 0.346
N 2.53 -1.46 0.68 -0.377
C 1.72 -5.21 1.04 -0.215
C 1.67 -5.65 2.38 -0.100
C 1.56 -6.99 2.70 -0.726
C 1.89 -7.91 1.66 0.402
Cl 2.12 -9.58 1.94 -0.217
C 2.00 -7.47 0.31 -0.952
C 1.98 -6.14 0.03 -0.083
C -2.77 1.46 1.12 -0.562
C -1.97 2.56 1.01 -1.420
N 2.17 1.37 1.10 0.392
H 8.65 -0.03 -1.23 0.371
H 6.66 -0.88 0.03 0.466
H 4.15 2.01 -1.91 0.584
H 6.21 2.75 -3.40 0.368
H 4.81 3.04 0.40 0.678
H 3.17 4.39 2.10 0.774
H -1.56 4.07 3.21 0.543
H -2.05 6.40 3.46 0.524
H 1.55 7.53 1.41 0.373
H 1.76 5.19 0.73 0.711
H -4.93 -0.46 0.40 0.562
H -7.11 -0.31 1.55 0.421
H -5.40 -1.37 5.36 0.359
H -3.20 -1.31 4.40 0.430
H -2.90 -3.63 2.48 0.543
H -0.69 -5.18 2.00 0.510
H 3.80 -4.37 -0.55 0.452
H 5.10 -2.23 -1.33 0.665
H 1.64 -4.97 3.32 0.245
H 1.29 -7.25 3.69 0.477
H 2.24 -8.30 -0.40 0.300
H 2.12 -5.88 -1.02 0.485
H -3.87 1.35 1.03 0.604
H -2.34 3.57 0.86 0.695
S -4.41 -0.23 -3.15 -0.258
C -5.45 1.03 -2.95 0.322
C -6.83 1.03 -3.24 -0.350
C -7.60 2.22 -3.06 -0.515
C -7.04 3.36 -2.62 -0.224
C -5.64 3.42 -2.23 -0.595
C -4.92 2.28 -2.40 -0.316
H -7.23 0.09 -3.58 0.433
H -8.68 2.20 -3.29 0.344
H -7.66 4.26 -2.48 0.338
H -5.12 4.37 -2.05 0.366
H -3.91 2.12 -2.05 0.455
C 2.61 -0.79 -4.01 -0.741
As 0.79 -0.47 -3.49 0.782
C 0.01 0.58 -4.91 -1.120
C -0.15 -2.14 -3.11 -0.816
S 1.08 0.52 -1.64 -0.360
H 2.82 -1.84 -4.20 0.383
H 3.22 -0.49 -3.14 -0.132
H 2.82 -0.18 -4.87 0.456
H 0.53 0.33 -5.80 0.437
H 0.16 1.62 -4.69 0.353
H -1.08 0.40 -4.90 0.336
H 0.12 -2.85 -3.94 0.378
H -1.21 -1.86 -3.35 0.251
H -0.25 -2.50 -2.10 0.161
```

Its orbital gap (spin up / spin down) is 4.325 / 4.376 eV. As for the expectation value of S²: 6.132. Its spin multiplicity is 5.

=====

[6]
Computed, not measured: a cluster of 2 separate species, C2H5F2NO in total in a non-equilibrium geometry, with ωB97M-V/def2-TZVPD.

The geometry in XYZ format:
```
11
Properties=species:S:1:pos:R:3:mulliken_charge:R:1
C -1.56 -0.27 -0.60 -0.177
C 1.46 -0.08 0.26 0.357
N 0.55 -0.90 0.83 -0.658
O -1.74 0.93 -0.12 -0.352
F 1.15 1.31 0.33 -0.333
F 1.55 -0.29 -1.08 -0.255
H -0.89 -0.47 -1.42 0.297
H -2.22 -1.03 -0.22 0.304
H 2.49 -0.16 0.67 0.177
H 0.26 -0.60 1.75 0.234
H -1.05 1.56 -0.40 0.407
```

Its orbital gap (spin up / spin down) is 8.390 / 7.033 eV.

=====

[7]
Computed, not measured: a cluster of 15 separate species, C27H84O15 in total in a non-equilibrium geometry, with ωB97M-V/def2-TZVPD.

The geometry in XYZ format:
```
126
Properties=species:S:1:pos:R:3:mulliken_charge:R:1
O 0.30 0.65 -0.23 0.643
H -0.12 0.29 -1.02 -0.229
H 1.24 0.57 -0.41 -0.070
O 3.75 4.25 -1.55 -0.594
H 4.42 4.52 -2.18 0.195
H 3.55 3.34 -1.77 0.341
O 0.36 3.15 -1.90 -0.425
H 0.43 2.59 -1.13 0.066
H -0.24 2.69 -2.49 0.353
O 2.33 2.06 -5.42 -0.695
H 1.58 1.46 -5.36 0.395
H 2.09 2.66 -6.13 0.256
O 3.83 1.81 -2.85 -0.596
H 3.31 1.93 -3.65 0.222
H 4.68 1.51 -3.16 0.252
O 1.17 5.77 -1.96 -0.647
H 0.87 4.88 -1.82 0.429
H 2.06 5.68 -2.29 0.298
C 3.85 -0.97 1.19 -1.196
C 3.85 -0.64 -0.32 0.361
C 3.22 -1.76 -1.16 -0.917
O 3.01 0.48 -0.56 -0.285
H 4.31 -0.14 1.74 0.394
H 4.47 -1.84 1.39 0.490
H 2.81 -1.07 1.50 -0.047
H 4.86 -0.50 -0.69 0.461
H 2.17 -1.76 -0.91 -0.165
H 3.52 -2.76 -0.83 0.473
H 3.41 -1.66 -2.23 0.247
H 3.34 1.02 -1.28 0.088
C -1.44 -3.41 -0.20 -0.859
C -2.24 -3.58 -1.58 0.181
C -2.25 -2.30 -2.48 -0.645
O -1.76 -4.64 -2.34 -0.576
H -1.49 -4.35 0.35 0.498
H -1.81 -2.56 0.38 -0.040
H -0.44 -3.12 -0.51 0.228
H -3.25 -3.93 -1.36 0.245
H -2.41 -1.36 -1.96 -0.133
H -2.97 -2.27 -3.30 0.552
H -1.26 -2.23 -2.93 0.091
H -1.72 -5.45 -1.83 0.332
C 2.48 5.02 3.24 -1.422
C 2.92 4.44 1.87 0.631
C 1.76 3.69 1.25 0.347
O 3.32 5.44 0.93 -0.585
H 1.88 4.31 3.81 0.291
H 2.01 6.00 3.18 0.395
H 3.33 5.19 3.91 0.390
H 3.79 3.79 1.96 0.151
H 1.99 3.51 0.20 -0.753
H 0.81 4.23 1.31 0.349
H 1.54 2.78 1.81 -0.161
H 3.39 5.04 0.06 0.399
C -3.22 1.81 -1.88 -1.130
C -2.55 1.57 -3.29 0.792
C -2.61 2.68 -4.34 -1.525
O -1.15 1.25 -3.17 -0.160
H -3.14 0.96 -1.19 0.042
H -4.29 1.97 -2.00 0.433
H -2.79 2.66 -1.34 0.309
H -3.02 0.66 -3.66 0.268
H -2.13 2.40 -5.28 0.316
H -2.20 3.65 -4.05 0.300
H -3.65 2.80 -4.63 0.446
H -0.88 1.07 -4.07 -0.073
C 1.39 -1.15 -4.45 -1.154
C 0.58 -0.85 -5.68 0.659
C -0.50 -1.85 -6.04 -1.583
O 0.03 0.46 -5.51 -0.525
H 2.34 -0.63 -4.45 0.424
H 1.67 -2.20 -4.43 0.521
H 0.92 -0.94 -3.49 -0.071
H 1.31 -0.69 -6.48 0.297
H -0.10 -2.86 -5.94 0.428
H -0.85 -1.64 -7.04 0.422
H -1.43 -1.82 -5.47 0.281
H -0.30 0.81 -6.35 0.215
C -2.30 -0.37 3.68 -1.426
C -1.86 0.22 2.31 1.737
C -2.20 1.72 2.09 -1.428
O -0.51 0.15 2.35 0.848
H -2.32 0.36 4.50 0.417
H -1.64 -1.12 4.10 0.207
H -3.21 -0.95 3.52 0.257
H -2.27 -0.40 1.52 -0.747
H -3.20 1.95 2.46 0.434
H -2.10 1.97 1.03 0.094
H -1.57 2.39 2.67 0.338
H -0.22 0.41 1.47 -0.441
C 1.27 -0.40 6.13 -1.009
C 1.67 0.96 5.55 0.482
C 2.55 0.95 4.30 -0.790
O 0.46 1.60 5.07 -0.638
H 0.92 -0.38 7.17 0.344
H 2.11 -1.08 6.06 0.256
H 0.48 -0.88 5.56 0.079
H 2.14 1.62 6.27 0.403
H 2.73 1.88 3.76 -0.029
H 2.06 0.32 3.55 0.057
H 3.53 0.46 4.37 0.496
H 0.19 1.17 4.26 0.119
C 2.74 -4.72 4.56 -1.365
C 1.43 -4.86 3.88 0.683
C 1.31 -3.86 2.78 -0.616
O 1.28 -6.17 3.37 -0.583
H 2.90 -3.74 5.02 0.261
H 3.64 -4.92 3.98 0.345
H 2.88 -5.27 5.50 0.398
H 0.59 -4.77 4.58 0.164
H 0.32 -3.99 2.36 0.135
H 2.04 -3.95 1.98 0.338
H 1.39 -2.83 3.11 -0.056
H 0.52 -6.31 2.79 0.303
C -5.23 -1.12 1.43 -0.893
C -6.16 -1.55 0.30 0.648
C -7.30 -2.52 0.76 -1.283
O -6.86 -0.46 -0.28 -0.592
H -5.75 -0.77 2.33 0.400
H -4.57 -0.32 1.09 0.006
H -4.67 -1.98 1.80 0.350
H -5.53 -1.96 -0.50 0.010
H -7.93 -2.13 1.55 0.298
H -6.75 -3.39 1.12 0.341
H -7.91 -2.78 -0.10 0.363
H -7.12 -0.70 -1.17 0.350
```

Its orbital gap is 8.460 eV.

=====

[8]
Computed, not measured: the ion C8H18NS with charge +1 in a non-equilibrium geometry, with ωB97M-V/def2-TZVPD.

The geometry in XYZ format:
```
28
Properties=species:S:1:pos:R:3:mulliken_charge:R:1
C 1.61 -0.56 0.97 -1.356
C 2.62 -0.15 -0.12 0.800
C -1.17 -0.26 0.18 0.555
C 4.05 -0.49 0.34 -1.773
C -0.77 1.12 0.09 -1.460
C -3.63 0.41 0.51 -1.955
C -2.71 -0.87 -1.47 -1.339
C -2.59 -0.57 0.06 0.719
N 2.66 1.28 -0.44 -0.549
S -0.01 -1.44 0.49 0.063
H 2.00 -1.32 1.64 0.518
H 1.31 0.26 1.48 0.598
H 2.39 -0.71 -1.09 0.291
H 4.22 -0.01 1.37 0.416
H 4.79 -0.16 -0.25 0.535
H 4.02 -1.58 0.59 0.378
H -1.59 1.77 0.34 0.398
H -0.34 1.51 -0.89 0.313
H 0.02 1.47 0.74 0.424
H -3.34 0.81 1.38 0.613
H -4.60 -0.14 0.74 0.346
H -3.83 1.03 -0.33 0.482
H -2.24 -1.83 -1.60 0.437
H -2.17 -0.08 -1.98 0.364
H -3.79 -0.80 -1.74 0.357
H -2.75 -1.61 0.63 0.378
H 3.59 1.50 -0.29 0.207
H 2.23 1.41 -1.35 0.242
```

Its orbital gap is 7.870 eV. As for the total charge: +1.

=====

The records above give, respectively, ΔE to the lowest compared entry with this formula, charge and spin values of 72.3, 23.7, 64.3, 128.0, 0.0, 64.9, 22.5, 27.1 kcal per mole.